Molecular formula: C29H52IrN3O2S2Si4
Method: DFT, ωB97M-V/def2-TZVPD

```
93
Properties=species:S:1:pos:R:3:forces:R:3:mulliken_spin:R:1
Ir -1.83212 0.50768 0.50553 0.07 0.47 1.23 1.3298
S -1.09287 0.34509 -1.82433 -0.19 0.36 -0.96 0.2994
S -3.12452 -1.53328 0.72103 -0.23 0.90 0.20 0.0233
Si 2.88064 -0.15983 0.21809 -1.74 -1.06 0.95 0.0208
Si 1.48132 -3.24643 0.68678 -0.58 -0.51 -0.05 -0.0328
Si 0.84373 -1.23420 4.06404 0.45 0.24 -0.41 0.1300
Si -2.06991 1.96941 -4.70955 0.85 -0.58 -0.87 0.0059
O -0.46832 -0.24839 1.74265 0.03 0.27 0.31 0.3580
O -0.98160 2.35980 0.46292 -0.26 -1.13 -0.58 0.2778
N -3.21057 1.24267 -0.73846 -0.49 0.59 -1.73 -0.0251
N 0.77772 -2.95186 -1.96525 -0.05 -0.89 -0.63 0.0083
N -4.76639 -0.15968 2.67548 1.73 -2.18 -2.44 0.0431
C -4.51231 1.64166 -0.65914 0.44 -1.22 -0.23 -0.0171
C 0.82622 -3.21673 -3.27651 0.51 0.45 0.26 0.0000
C -2.57873 1.22780 -1.97130 0.15 -0.72 0.81 0.0383
C -0.45522 -0.57493 5.41272 0.39 0.19 -0.60 0.1032
C 2.62358 -1.92635 4.29458 0.12 -0.47 0.38 0.0340
C -0.23644 -3.95443 1.10642 0.28 -1.63 -0.31 0.0611
C -1.72006 4.55311 0.09438 0.09 1.62 0.24 0.0115
C -1.29634 3.56568 1.14186 1.78 -1.80 0.52 -0.0086
C 4.56824 -0.37831 1.06820 0.40 0.78 -1.69 0.0366
C -5.14425 2.04198 -1.82184 -0.01 0.91 -0.08 -0.0059
C -2.92200 3.27004 -5.77798 0.39 -1.19 -1.40 -0.0002
C -2.30019 3.29127 2.21077 -0.80 2.19 0.37 0.0449
C 0.06116 4.05143 1.78441 -1.14 0.85 -0.47 0.0220
C -4.42644 2.25908 -3.04604 -0.57 -1.55 1.41 0.0131
C 2.16468 1.58546 0.36291 0.08 -0.59 0.71 0.0070
C -1.77407 0.32032 -5.75510 0.42 0.51 0.73 0.0100
C 3.16801 -0.55832 -1.59829 1.15 -1.19 -1.11 0.0312
C 1.54668 -1.43932 1.06247 3.23 -0.10 -2.80 0.6172
C -3.14704 1.75434 -3.16156 0.60 0.67 0.28 -0.0173
C 1.69979 -3.55833 -1.19235 0.00 0.98 1.19 0.0182
C 0.59568 -0.98829 1.94223 -2.36 0.90 3.55 1.0405
C 2.78629 -4.23780 -1.68953 0.82 -1.59 -0.96 0.0103
C -4.13409 -0.80018 1.89109 -1.37 2.00 2.09 -0.0118
C -0.00213 -2.93099 4.22972 -1.91 -0.84 -0.28 0.2762
C 1.83511 -3.98219 -3.86797 0.69 -0.78 1.11 0.0059
C 2.85764 -4.53255 -3.06552 -1.12 1.74 0.81 -0.0003
C 1.65076 0.49663 3.99008 0.39 1.67 -1.75 0.3007
C 2.85545 -4.25040 1.61360 -0.95 0.64 -0.03 0.0506
C -0.32242 2.72064 -4.44669 -0.39 -1.56 0.11 0.0131
H -0.04419 3.35432 -5.28019 -0.15 0.35 -0.09 0.0015
H 0.40622 1.88432 -4.44247 -0.32 0.46 0.31 0.0009
H -0.18892 5.06660 2.16341 0.65 -0.15 -0.46 -0.0007
H 3.55827 -4.66164 -1.01520 -0.62 0.44 -0.40 0.0012
H -0.38738 -4.91025 0.53019 0.19 0.85 0.03 0.0005
H 0.85332 4.04013 0.98668 -0.65 0.13 1.07 0.0021
H 5.29383 0.41693 0.70838 -0.69 -0.89 0.46 0.0020
H -0.07191 -3.01244 5.36122 -0.14 -0.12 -1.34 -0.0059
H -3.24506 3.03481 1.74567 -0.29 -0.30 0.06 -0.0072
H 3.65679 -1.58716 -1.77851 -0.73 1.35 0.57 -0.0038
H -3.71521 2.83102 -6.40518 0.01 0.25 0.31 0.0000
H -2.46839 4.27892 2.73712 0.01 -1.09 -0.07 -0.0009
H -0.25822 -4.34446 2.12369 0.06 0.31 0.14 0.0019
H 2.66475 -5.30127 1.49318 -0.15 -0.66 -0.12 0.0015
H -4.98744 2.59887 -3.89912 0.04 0.35 -0.22 0.0021
H 1.82900 -4.21642 -4.90390 -0.13 0.11 -0.82 0.0006
H -1.38424 -1.15321 5.38549 0.15 0.21 0.01 0.0043
H 0.32179 3.51762 2.70253 0.15 -0.49 -0.48 -0.0011
H -0.73153 0.42697 -6.14033 -0.69 -0.13 0.16 0.0001
H -0.28810 3.23253 -3.49773 0.29 0.32 0.26 -0.0051
H -0.87206 4.56971 -0.61363 -0.47 0.43 0.12 -0.0006
H 3.93531 0.14200 -1.99815 -0.43 -0.12 0.22 0.0024
H -1.06038 -2.85686 3.71737 2.00 -0.51 1.19 0.0077
H -1.79286 -0.62249 -5.14324 -0.18 0.94 -0.56 -0.0029
H 2.66766 -3.00973 4.41004 0.04 -0.01 0.52 0.0045
H 2.95198 2.06567 -0.18250 0.44 1.07 -0.48 0.0008
H 0.62945 -3.75557 3.85491 -0.57 0.33 0.00 -0.0077
H -2.19925 3.71247 -6.48599 -0.13 -0.28 0.27 0.0001
H 0.89174 1.25977 3.79358 0.03 -0.05 -0.26 0.0041
H -6.20495 2.26407 -1.77022 0.12 0.09 -0.04 -0.0003
H 4.96352 -1.36333 0.80677 0.07 0.05 -0.17 0.0025
H 3.72551 -5.02980 -3.45005 0.08 -0.38 -0.39 -0.0004
H 2.31683 -0.54282 -2.30216 0.12 0.19 0.60 0.0000
H -0.62827 0.47674 5.17227 -0.24 -0.10 0.31 -0.0061
H -1.14228 -3.36317 0.97243 0.37 0.30 -0.12 -0.0280
H -2.62143 4.26708 -0.46367 0.11 -0.06 0.31 -0.0027
H -1.87630 5.57565 0.60171 0.20 -1.29 -1.03 0.0006
H 3.11769 -1.41044 5.12313 0.17 -0.24 0.00 -0.0008
H -1.97866 2.52712 2.89621 0.12 -0.28 0.29 -0.0216
H -5.03253 1.41107 0.30335 0.54 0.56 -0.88 0.0020
H -0.00672 -0.65802 6.40486 0.04 0.04 0.05 0.0000
H -3.29614 4.07062 -5.20313 -0.65 0.95 0.76 0.0000
H -2.44616 0.26319 -6.62490 0.10 -0.16 0.37 0.0004
H 1.19587 1.75896 -0.13428 0.38 -0.24 0.22 0.0070
H 4.50144 -0.36238 2.12257 -0.08 0.28 1.23 0.0019
H 2.13657 0.78339 4.90255 0.25 -0.18 0.88 -0.0212
H 2.41930 0.54168 3.18152 -0.56 -0.01 0.57 -0.0395
H 3.84096 -4.05883 1.24501 0.70 0.26 -0.48 0.0012
H 2.13748 2.01125 1.39404 -0.01 -0.48 -0.77 -0.0007
H 0.08173 -2.70897 -3.89132 0.05 -0.22 0.09 0.0015
H 3.21321 -1.74649 3.38997 -0.18 0.35 -0.04 -0.0093
H 2.91369 -4.04906 2.68143 -0.30 0.09 -0.02 -0.0119
```
Forces are in eV/Å.

## Properties
⟨S²⟩ ... 8.7761
Spin multiplicity ... 6
Charge ... -1
Energy above the lowest of the compared OMol25 structures with the same formula, charge and spin ... 0.4827 eV
LUMO energy (spin up / spin down) ... 2.44 / 0.63 eV
HOMO level (spin up / spin down) ... -2.22 / -5.09 eV